Molecular formula: C14H34Nb
Method: DFT, ωB97M-V/def2-TZVPD

Geometry as ORCA input:
```
! RIJCOSX wB97M-V def2-TZVPD def2/J DEFGRID3
* xyz -1 1
H 2.521 3.215 -1.343
C -0.374 1.936 1.292
H -1.238 2.776 -0.494
H -2.109 2.431 2.486
C -2.101 -0.923 1.322
C -2.130 0.288 2.325
H 3.001 -3.050 1.139
C -2.041 -1.781 -1.145
H 1.724 -0.327 0.490
C -0.222 2.753 -0.043
H -1.496 -2.675 -0.786
H -3.764 -3.561 -2.582
H -2.539 0.261 -0.517
H 2.375 0.335 -1.939
H 2.458 -1.864 2.329
H -6.013 -2.454 -1.891
H 3.564 1.564 -2.363
H -3.163 0.332 2.733
H 4.313 -1.001 0.966
H 4.268 -1.744 -0.629
H 0.211 0.996 1.267
H 4.345 1.213 0.238
H 0.100 2.545 2.092
C -1.884 -0.551 -0.167
C 3.040 1.098 -1.502
H 0.029 3.812 0.150
C 2.217 -2.287 1.338
H -1.242 -1.566 1.619
H -1.574 -1.458 -2.105
H 0.487 2.576 -2.063
H 1.256 -2.826 1.334
H 2.496 2.414 0.233
H -4.366 -3.163 -0.097
H -4.153 -0.973 -3.043
H -1.482 0.117 3.207
C -1.859 1.686 1.700
C 0.700 2.083 -1.091
C 2.233 2.274 -0.830
H 0.507 1.009 -1.245
Nb -4.254 -2.099 -1.594
H -2.558 1.880 0.871
H 1.828 -1.680 -0.680
C 4.150 0.499 -0.580
H -4.656 -0.627 -0.555
C 2.315 -1.211 0.196
H -3.001 -1.558 1.425
H 5.084 0.420 -1.173
C 3.829 -0.925 -0.032
H -0.830 -0.206 -0.263
*
```

Results
Energy: -610.5071 hartree
Kohn-Sham gap: 7.349 eV
E_HOMO: -4.52 eV